## w
Density functional theory data (ωB97M-V with the def2-TZVPD basis set) for the molecule C4H6N4.

```
14
Properties=species:S:1:pos:R:3:lowdin_charge:R:1
H 0.0775 -2.5490 -0.3156 0.03
N -0.0769 -2.2300 0.6316 0.12
C -0.4947 -1.0116 0.6688 -0.50
N -0.8383 -0.2461 1.7594 0.11
N -0.6632 -0.1140 -0.4874 -0.02
C 0.2969 -0.0607 -1.6229 -0.03
C -0.0855 1.1387 -0.7542 -0.31
C 1.0411 1.6148 0.0295 -0.20
N 2.0169 1.8923 0.6413 0.16
H -0.8762 -0.7662 2.6509 0.11
H -0.8044 0.8110 1.7883 0.12
H -0.0798 -0.1503 -2.6059 0.09
H 1.3335 -0.3479 -1.3888 0.12
H -0.8470 2.0191 -0.9953 0.18
```

The SMILES is [H]/N=C(/N)N1C[C@@H]1C#N. Its total charge is 0.

=====

## x
Density functional theory data (ωB97M-V with the def2-TZVPD basis set) for the molecule C4H6N4.

```
14
Properties=species:S:1:pos:R:3:lowdin_charge:R:1
N -0.2608 -1.0130 2.1432 0.14
C 0.0770 -0.7878 0.8552 -0.44
N 0.6598 -1.6272 -0.0330 0.05
N 0.6891 -0.9705 -1.2769 0.05
C 0.2590 0.2517 -1.0365 -0.33
N -0.1281 0.3823 0.2512 0.03
C -0.7196 1.7228 0.0289 -0.07
C -0.2862 1.5926 -1.4513 -0.06
H -0.0610 -1.9477 2.4765 0.10
H 0.0188 -0.3184 2.7817 0.08
H -0.1985 2.5805 0.5243 0.13
H -1.7673 1.7413 0.2262 0.11
H 0.4452 2.3226 -1.8314 0.11
H -1.1380 1.5454 -2.1462 0.11
```

The SMILES is Nc1nnc2n1CC2. Its total charge is 0.

=====

Energies relative to the most stable structure are w 0.0101; x 0.0000, reported in hartree.

=====

## w
Density functional theory data (ωB97M-V with the def2-TZVPD basis set) for the molecule C4H6N4.

```
14
Properties=species:S:1:pos:R:3:lowdin_charge:R:1
C 0.1857 0.7578 1.4176 -0.13
C 0.6338 -0.6091 1.4500 -0.16
N 0.9032 -1.3652 0.3803 -0.01
N 0.9045 -0.8226 -0.9134 -0.04
C -0.1481 -0.2860 -1.7270 -0.21
N -1.2335 0.3556 -1.5215 0.02
N -1.5028 0.2662 -0.1352 -0.09
C -0.8052 1.2088 0.6041 -0.16
H 0.6509 1.6437 1.9491 0.11
H 0.7226 -1.2658 2.3550 0.12
H 1.6792 -1.3541 -1.4921 0.17
H 0.1632 -0.3002 -2.8121 0.12
H -1.3165 -0.6126 0.2588 0.07
H -0.8370 2.3836 0.1863 0.18
```

The SMILES is c1cn[nH]cn[nH]c1. Its total charge is 0.

=====

## x
Density functional theory data (ωB97M-V with the def2-TZVPD basis set) for the molecule C4H6N4.

```
14
Properties=species:S:1:pos:R:3:lowdin_charge:R:1
H -0.0240 -2.7265 1.0210 0.03
N 0.5082 -3.2107 0.2468 0.02
N 0.5200 -2.4740 -0.8032 0.01
C -0.1093 -1.1156 -0.4421 -0.27
C -0.7399 -0.7217 0.7137 -0.16
N -0.7392 0.6138 0.7510 0.02
C -0.0200 1.1790 -0.2772 -0.38
N 0.2233 2.5950 -0.4338 0.06
C 0.2177 0.1051 -1.1470 -0.03
H -1.2317 -1.1068 1.7196 0.16
H -1.2899 1.1488 1.4954 0.19
H 0.4857 2.8304 -1.4022 0.08
H 0.9795 2.8062 0.3449 0.13
H 1.2196 0.0771 -1.7868 0.14
```

The SMILES is [H]/N=N\c1c[nH]c(N)c1. Its total charge is 0.

=====

## y
Density functional theory data (ωB97M-V with the def2-TZVPD basis set) for the molecule C4H6N4.

```
14
Properties=species:S:1:pos:R:3:lowdin_charge:R:1
H 0.2134 1.6998 -0.8289 0.03
N -0.7492 1.5199 -0.6023 0.16
C -0.8795 0.3207 -0.1814 -0.40
C -2.2503 -0.1581 0.1146 -0.11
N -3.3056 -0.6741 0.2904 0.16
N 0.1376 -0.6020 0.1101 0.10
C 1.4835 -0.3965 0.0004 -0.49
C 1.9662 0.9443 0.6351 -0.02
N 2.2418 -1.2891 -0.4260 0.15
H 3.2174 -0.9388 -0.3660 0.07
H -0.1134 -1.5306 -0.0162 0.12
H 2.5381 0.6792 1.5214 0.08
H 2.6712 1.3344 -0.0979 0.07
H 1.2821 1.8118 0.7707 0.08
```

The SMILES is [H]/N=C(/C#N)N/C(C)=N/[H]. Its total charge is 0.

=====

## z
Density functional theory data (ωB97M-V with the def2-TZVPD basis set) for the molecule C4H6N4.

```
14
Properties=species:S:1:pos:R:3:lowdin_charge:R:1
H -3.3041 -0.5624 0.2275 0.01
N -2.4804 -1.0081 0.0792 0.14
C -1.4847 -0.3049 -0.0789 -0.38
N -1.3826 1.1816 -0.4086 0.08
N -0.1671 1.9073 0.0275 0.02
C 0.9244 1.3878 0.1121 -0.16
C 1.0867 -0.1314 -0.1227 -0.35
C 2.1636 -0.9237 -0.2542 0.01
N -0.1148 -0.8439 0.0315 0.05
H -2.0794 1.8252 -0.3803 0.06
H 1.8778 1.8901 0.8593 0.19
H 3.0378 -0.3551 -0.1652 0.02
H 2.0554 -2.1215 -0.1049 0.12
H -0.1325 -1.9411 0.1776 0.19
```

The SMILES is [H]/N=C1\NN=CC(=C)N1. Its total charge is 0.

=====

Energies relative to the most stable structure are w 0.1279; x 0.0827; y 0.0000; z 0.1006, reported in hartree.

=====

## w
Density functional theory data (ωB97M-V with the def2-TZVPD basis set) for the molecule C4H6N4.

```
14
Properties=species:S:1:pos:R:3:lowdin_charge:R:1
C -3.2922 0.0552 -0.1116 -0.03
N -2.0488 0.3430 0.1451 -0.06
N -0.9570 -0.4492 0.1570 0.01
C 0.3759 -0.0552 0.1151 -0.33
C 0.6218 1.3791 0.0933 -0.15
N 0.8676 2.4916 -0.0517 0.18
N 1.3399 -0.8998 -0.0780 0.03
C 2.6881 -0.4277 -0.0057 -0.14
H -3.6567 -0.9087 -0.4678 0.06
H -3.9282 0.9538 0.0159 0.07
H -1.1417 -1.4101 0.1675 0.12
H 2.9733 -0.4166 1.0318 0.08
H 2.8335 0.5057 -0.4518 0.05
H 3.3246 -1.1611 -0.5592 0.09
```

The SMILES is C=NN/C(C#N)=N/C. Its total charge is 0.

=====

## x
Density functional theory data (ωB97M-V with the def2-TZVPD basis set) for a structure of composition C4H6N4.

```
14
Properties=species:S:1:pos:R:3:lowdin_charge:R:1
C 0.7184 -1.5678 0.9080 -0.15
C 1.1445 -0.0669 -1.0768 -0.28
C -0.8708 1.1199 -0.3345 -0.42
C -1.4164 -0.3013 0.0172 -0.08
H 1.2556 -0.3652 1.2338 0.13
H 1.3775 -2.4067 1.2038 0.03
H -0.6369 -1.4012 1.1432 0.04
H 1.8381 0.4165 -2.0075 0.16
H 0.9527 2.0541 -1.0343 0.18
H -2.5040 1.7496 0.2985 0.15
N 1.0443 -1.3432 -0.6265 -0.04
N 0.5042 1.1181 -0.7004 0.01
N -1.4074 2.1287 0.2200 0.12
N -1.9997 -1.1344 0.7555 0.14
```

Its total charge is 0.

=====

Energies relative to the most stable structure are w 0.0000; x 0.1740, reported in hartree.

=====

## w
Density functional theory data (ωB97M-V with the def2-TZVPD basis set) for the molecule C4H6N4.

```
14
Properties=species:S:1:pos:R:3:lowdin_charge:R:1
C -0.1411 0.8488 1.2467 -0.02
C -0.2983 -0.5348 1.0947 -0.46
C 0.2707 0.5710 -0.9575 -0.45
N 0.5810 -0.8165 -0.2786 0.14
N -1.0212 -1.4383 1.5757 0.13
N 1.1565 1.2600 -1.5656 0.13
C -1.0791 0.5328 -1.4666 -0.18
N -2.1596 0.4804 -1.8597 0.18
H 1.5757 -0.8980 -0.0745 0.15
H 0.2288 -1.6357 -0.7727 0.15
H -1.2520 -2.2455 1.0052 0.05
H 2.0890 1.2029 -1.1660 0.05
H -0.7718 1.3308 1.9823 0.06
H 0.8214 1.3419 1.2365 0.06
```

Its total charge is 0.

=====

## x
Density functional theory data (ωB97M-V with the def2-TZVPD basis set) for the molecule C4H6N4.

```
14
Properties=species:S:1:pos:R:3:lowdin_charge:R:1
N 2.3689 -0.8802 0.1081 0.03
C 1.1128 -0.3212 -0.0119 -0.34
N 1.1064 1.0600 0.0421 -0.01
N -0.0647 1.7361 0.0095 0.10
C -0.8772 0.6457 -0.1593 -0.26
C -0.2139 -0.6076 -0.2484 -0.13
N -1.4844 -1.2594 0.1556 -0.01
C -2.1903 0.0239 0.0730 -0.15
H 2.8065 -1.0548 -0.8968 0.14
H 2.2598 -1.8515 0.6452 0.14
H 1.8744 1.6612 0.1935 0.13
H -1.8452 -1.9630 -0.5049 0.10
H -2.9817 -0.0178 -0.7019 0.12
H -2.5868 0.1858 1.1379 0.14
```

The SMILES is Nc1[nH]nc2c1NC2. Its total charge is 0.

=====

## y
Density functional theory data (ωB97M-V with the def2-TZVPD basis set) for the molecule C4H6N4.

```
14
Properties=species:S:1:pos:R:3:lowdin_charge:R:1
N 2.2178 0.1978 -0.5575 0.01
C 0.9093 -0.4577 -0.1777 -0.27
C -0.4555 -0.7160 -1.1349 0.02
C -1.0623 0.3108 -0.1787 -0.21
N -2.1415 0.7371 0.5203 0.06
N -1.7254 1.2245 1.6908 0.00
N -0.2796 1.1902 1.7320 0.10
C -0.0267 0.3023 0.6632 -0.30
H 2.8389 -0.6718 -0.6650 0.09
H 2.7571 0.2809 0.3262 0.07
H 1.1532 -1.3434 0.5328 0.16
H -0.2662 -0.2922 -2.1658 0.12
H -0.8592 -1.6404 -1.0778 0.05
H -3.0598 0.8778 0.4919 0.09
```

The SMILES is N[C@@H]1Cc2[nH]nnc21. Its total charge is 0.

=====

Energies relative to the most stable structure are w 0.0281; x 0.0000; y 0.0623, reported in hartree.